No. 1
Entry from the Open Molecules 2025 dataset: a 7-piece molecular cluster, C22H26F7IN2O21P overall at a distorted geometry (the ωB97M-V functional and the def2-TZVPD basis).

Values from the calculation:
HOMO energy ... -4.337 eV
Orbital gap ... 5.70 eV
LUMO level ... 1.37 eV
Charge ... -1

Geometry as XYZ:
```
80
C22H26F7IN2O21P the ωB97M-V functional and the def2-TZVPD basis
N 1.00402 3.04619 -1.84377
P 0.38252 4.52334 -1.06288
O -0.53174 5.51932 -2.21679
N -0.82051 4.13479 0.24124
C -1.49194 2.80564 -0.00019
C -3.11844 2.80029 0.39507
F -3.82762 1.78325 -0.44649
C 0.00030 4.17942 1.50688
I -0.95140 3.36889 3.29671
C 0.30571 5.79012 1.83739
O 1.42615 6.42914 1.45911
O -0.67529 6.59107 2.64241
H 0.33856 2.87448 -2.65660
H 0.95523 2.20184 -1.22913
H 0.06713 5.52981 -3.02107
H -0.95272 1.88924 0.52923
H -1.48620 2.52879 -1.16167
H -3.62775 3.83648 0.20703
H -3.29442 2.48035 1.52339
H 1.04858 3.69448 1.32326
C -1.16672 -2.26535 -1.30153
C -0.79481 -1.35826 -0.17877
O -0.34487 -0.19294 -0.83181
C -1.03379 -0.15661 -2.00686
O -1.12474 0.83123 -2.71664
O -1.61763 -1.36098 -2.28984
F 0.23296 -1.87036 0.53474
H -0.31308 -2.83107 -1.68965
H -1.95656 -2.96854 -1.02393
H -1.62522 -1.10816 0.49011
C 5.13293 7.93664 0.31298
C 3.81124 8.45985 -0.13546
O 3.83114 8.25382 -1.52975
C 4.63108 7.16661 -1.71609
O 4.67526 6.51827 -2.74836
O 5.37309 6.88600 -0.60157
F 3.71412 9.78800 0.09742
H 5.93301 8.67987 0.23014
H 5.10571 7.56357 1.34034
H 2.95139 7.94072 0.30120
C -5.05726 -5.46706 -1.09343
C -5.29038 -5.88602 0.31789
O -4.37535 -5.10239 1.04969
C -4.22325 -3.96138 0.32054
O -3.73028 -2.93309 0.75351
O -4.69794 -4.10712 -0.95417
F -4.97165 -7.18806 0.49334
H -4.23454 -6.01312 -1.56706
H -5.95203 -5.57473 -1.71245
H -6.30709 -5.69887 0.67955
C 3.01974 0.65517 -4.69367
C 4.01642 0.49277 -3.59733
O 3.41249 -0.44891 -2.73978
C 2.63125 -1.21664 -3.55028
O 2.16758 -2.29828 -3.22941
O 2.43659 -0.63011 -4.77076
F 4.17582 1.64909 -2.91529
H 2.24478 1.39162 -4.45603
H 3.48683 0.93132 -5.64285
H 4.99068 0.11761 -3.92837
C 4.23226 -2.91145 -0.18219
C 2.95853 -3.06189 0.57719
O 3.21707 -4.14340 1.44342
C 4.55963 -4.10112 1.67239
O 5.11860 -4.69737 2.57788
O 5.20344 -3.30216 0.76760
F 1.94418 -3.40898 -0.24639
H 4.28783 -3.57469 -1.05191
H 4.39976 -1.88320 -0.51391
H 2.67831 -2.17988 1.16291
C -4.04121 -6.67308 4.73055
C -4.80046 -5.51072 4.18817
O -4.87561 -4.62629 5.28316
C -3.75810 -4.87932 6.02060
O -3.32806 -4.13743 6.88810
O -3.17265 -6.06325 5.66417
F -6.05728 -5.87283 3.84619
H -4.68283 -7.39365 5.24871
H -3.47701 -7.19937 3.95589
H -4.31350 -5.01099 3.34398
```



No. 2
Entry from the Open Molecules 2025 dataset: one molecule with the formula C22H26N2O2 (the ωB97M-V functional and the def2-TZVPD basis).

Values from the calculation:
HOMO energy ... -8.222 eV
Orbital gap ... 8.35 eV
Energy above the lowest of the compared OMol25 structures with the same formula, charge and spin ... 0.738 eV
LUMO level ... 0.13 eV
SMILES ... Cc1cc(C)cc(NC(=O)CN2CCC(C(=O)c3ccccc3)CC2)c1

Geometry as XYZ:
```
52
C22H26N2O2 the ωB97M-V functional and the def2-TZVPD basis
C 3.83239 3.73592 1.17255
C 4.10699 2.39997 0.54945
C 3.21163 1.35263 0.68303
C 3.47485 0.11582 0.09834
C 4.64520 -0.07049 -0.62572
C 5.54965 0.97250 -0.76726
C 5.27346 2.19799 -0.17853
H 5.97605 3.01222 -0.28692
C 6.82341 0.76679 -1.53000
H 7.63983 0.55429 -0.83911
H 7.08617 1.65945 -2.09384
H 6.73224 -0.07237 -2.21452
H 4.84232 -1.02840 -1.07706
N 2.53065 -0.89852 0.27522
C 2.48507 -2.14301 -0.25490
O 3.30710 -2.64444 -0.99007
C 1.24464 -2.90612 0.22159
N 0.14536 -2.00503 0.50758
C -0.86382 -2.58299 1.37796
C -1.87328 -1.51494 1.78332
H -1.36549 -0.71709 2.32620
H -2.62314 -1.95031 2.44570
C -2.54789 -0.92187 0.54658
C -3.46662 0.22814 0.92562
O -3.29296 0.85526 1.94824
C -4.56563 0.58169 -0.01051
C -4.77413 -0.03246 -1.24505
C -5.82426 0.36495 -2.05220
C -6.68398 1.37124 -1.64228
C -6.48796 1.98858 -0.41732
C -5.43712 1.59802 0.38794
H -5.26596 2.06797 1.34500
H -7.15481 2.77352 -0.09305
H -7.50394 1.67259 -2.27720
H -5.97490 -0.11532 -3.00795
H -4.12301 -0.81918 -1.59231
C -1.45184 -0.38955 -0.38765
C -0.46289 -1.50359 -0.71392
H -0.98288 -2.31257 -1.25902
H 0.32770 -1.11714 -1.36220
H -0.92535 0.42345 0.11566
H -1.88183 0.00360 -1.31006
H -3.11564 -1.70591 0.03784
H -1.38871 -3.42177 0.88570
H -0.36658 -2.97242 2.26989
H 1.52775 -3.42546 1.14255
H 0.99797 -3.67149 -0.53100
H 1.71453 -0.66128 0.83203
H 2.29787 1.49133 1.24491
H 4.63189 4.00372 1.86209
H 2.89184 3.72812 1.71730
H 3.78330 4.50806 0.40560
```



No. 3
Entry from the Open Molecules 2025 dataset: one molecule with the formula C22H26N2O7 (the ωB97M-V functional and the def2-TZVPD basis).

Values from the calculation:
HOMO energy ... -7.844 eV
Orbital gap ... 8.47 eV
Energy above the lowest of the compared OMol25 structures with the same formula, charge and spin ... 2.882 eV
LUMO level ... 0.63 eV
SMILES ... COc1ccc(C(=O)Nc2ccc(OCC(=O)N3CCOCC3)cc2)c(OC)c1OC

Geometry as XYZ:
```
57
C22H26N2O7 the ωB97M-V functional and the def2-TZVPD basis
C 1.67661 6.95671 -4.11707
H 1.06676 7.58144 -3.45689
O 2.28110 5.89774 -3.41334
C 1.48256 4.96366 -2.83051
C 0.09459 5.00150 -2.83839
C -0.61685 3.99919 -2.21689
C 0.00434 2.92982 -1.58326
C 1.41198 2.87453 -1.57954
C 2.14390 3.90515 -2.17941
O 3.52664 3.85949 -2.15855
C 4.15816 4.89876 -1.43614
H 3.98178 5.87461 -1.89227
H 3.81595 4.91730 -0.39513
H 5.22232 4.67062 -1.46627
O 2.00454 1.80535 -0.96482
C 3.24757 1.30180 -1.42322
H 3.34439 1.40329 -2.50368
H 3.24901 0.24495 -1.15073
H 4.08569 1.80421 -0.93734
C -0.93102 1.92856 -0.98035
O -2.09506 1.88182 -1.33439
N -0.39847 1.14143 -0.00743
C -1.02553 0.16519 0.76622
C -0.24661 -0.52899 1.68841
C -0.79522 -1.49706 2.50995
C -2.15055 -1.78718 2.41832
C -2.93282 -1.10121 1.49033
C -2.38364 -0.13685 0.67329
H -2.99694 0.38829 -0.03878
H -3.98296 -1.33947 1.42797
O -2.81188 -2.72184 3.17513
C -2.08096 -3.46981 4.11938
C -0.98002 -4.36971 3.54424
O 0.13185 -4.36782 4.04368
N -1.30146 -5.16854 2.51007
C -2.56862 -5.26534 1.81923
H -3.33254 -4.66376 2.30408
C -2.37882 -4.80185 0.36807
H -3.29292 -4.95662 -0.20667
O -1.37514 -5.55150 -0.27680
C -0.14290 -5.44066 0.39916
H 0.56847 -6.05053 -0.15939
C -0.26185 -5.93177 1.84501
H 0.67209 -5.78498 2.38796
H -0.53538 -6.99196 1.85493
H 0.19266 -4.39202 0.39867
H -2.11931 -3.73208 0.35838
H -2.87628 -6.31834 1.81997
H -2.82209 -4.09221 4.63149
H -1.60435 -2.81584 4.86051
H -0.15544 -2.01076 3.20885
H 0.80849 -0.30775 1.76833
H 0.59334 1.24579 0.16039
H -1.69595 4.01416 -2.21977
H -0.43445 5.80318 -3.32595
H 2.49919 7.54886 -4.51529
H 1.06203 6.58904 -4.94379
```



No. 4
Entry from the Open Molecules 2025 dataset: one molecule with the formula C22H26N4O3 at a distorted geometry (the ωB97M-V functional and the def2-TZVPD basis).

Values from the calculation:
HOMO energy ... -8.235 eV
Orbital gap ... 9.05 eV
Energy above the lowest of the compared OMol25 structures with the same formula, charge and spin ... 2.409 eV
LUMO level ... 0.82 eV
SMILES ... CCc1ccc(CNC(=O)CCc2nnc(CCc3ccc(OC)cc3)o2)nc1

Geometry as XYZ:
```
55
C22H26N4O3 the ωB97M-V functional and the def2-TZVPD basis
C -7.47054 -0.11536 -1.02352
H -7.56172 -1.06586 -0.50236
H -8.46350 0.21568 -1.31818
H -6.87579 -0.27316 -1.92044
C -6.80612 0.92669 -0.12119
C -5.43688 0.46972 0.28364
C -4.31372 0.78238 -0.47154
N -3.09189 0.36985 -0.18633
C -2.90913 -0.39094 0.88273
C -3.96131 -0.76328 1.71478
C -5.23604 -0.32811 1.40619
H -6.07426 -0.60142 2.03224
H -3.77760 -1.38155 2.58035
C -1.49786 -0.83958 1.16758
N -0.59105 -0.39373 0.14161
C 0.04242 -1.25697 -0.66317
O 0.03826 -2.46297 -0.47302
C 0.83541 -0.67823 -1.82973
H 0.61352 -1.31365 -2.68985
H 1.89686 -0.81383 -1.59990
C 0.56731 0.78577 -2.19863
C 1.17033 1.70242 -1.20383
N 0.57474 2.30369 -0.22609
N 1.51878 2.98052 0.46329
C 2.64619 2.75919 -0.12490
O 2.49545 1.95596 -1.20422
C 3.99775 3.18299 0.30069
H 3.95835 4.20408 0.67887
H 4.66413 3.13110 -0.56094
C 4.48968 2.22637 1.40807
C 4.34279 0.79657 0.96436
C 3.25711 0.03359 1.36753
C 3.08119 -1.26632 0.92302
C 4.00138 -1.82815 0.04301
C 5.09182 -1.06041 -0.37442
C 5.25577 0.22915 0.08132
H 6.10860 0.80531 -0.24875
H 5.79847 -1.50491 -1.05762
O 3.93409 -3.08541 -0.46193
C 2.89087 -3.93629 -0.03037
H 2.94713 -4.11009 1.04875
H 1.90449 -3.53968 -0.28677
H 3.05006 -4.87677 -0.55480
H 2.22233 -1.82671 1.25565
H 2.52765 0.46012 2.04232
H 5.53393 2.45471 1.62798
H 3.89478 2.39882 2.30573
H -0.50447 0.97818 -2.25750
H 1.02189 0.98703 -3.17104
H -0.61807 0.59764 -0.05413
H -1.18149 -0.44824 2.14249
H -1.44917 -1.93321 1.19783
H -4.39684 1.40269 -1.35564
H -7.42163 1.07946 0.76786
H -6.73445 1.87513 -0.65708
```